14
Properties=species:S:1:pos:R:3:forces:R:3 method="wB97M-V/def2-TZVPD" lumo_ha=0.01621 fmax_ha_per_bohr=0.170 total_charge=0 e_tot_ha=-680.8338
H 0.970 1.853 -0.608 -4.308 0.493 -0.162
N -0.191 2.093 -0.549 1.039 -2.101 0.165
C -0.921 1.020 -0.356 0.662 1.163 -0.667
N -0.225 -0.256 -0.237 0.249 -1.289 -0.052
C -0.631 -1.539 -0.998 -1.204 1.963 -2.495
C 0.854 -0.340 0.717 -2.473 -2.498 -1.995
N 1.148 0.770 1.310 -1.436 6.398 5.773
S 1.681 -1.689 1.252 -0.574 -0.541 -0.916
H -2.170 1.146 -0.200 3.789 -0.695 -0.610
H -1.358 -2.138 -0.319 1.533 0.648 -1.643
H 0.272 -2.032 -1.488 -1.038 0.288 1.737
H -1.149 -1.180 -2.156 0.882 -0.809 3.892
H 1.270 0.583 2.383 0.525 0.483 -2.940
H 0.450 1.709 1.250 2.356 -3.502 -0.086

---

14
Properties=species:S:1:pos:R:3:forces:R:3 method="wB97M-V/def2-TZVPD" lumo_ha=0.02631 fmax_ha_per_bohr=0.026 total_charge=0 e_tot_ha=-680.9539
H -1.656 -2.652 0.384 -0.939 -0.537 -0.470
N -0.847 -2.281 0.819 0.778 0.375 0.473
C -0.560 -1.135 0.347 0.201 0.388 -0.287
N 0.509 -0.438 0.875 -0.046 0.110 -0.156
C 1.201 0.703 0.281 0.224 -0.437 -0.414
C 0.267 1.593 -0.517 0.060 -0.720 -0.484
S -0.546 0.584 -1.779 0.148 -0.054 0.431
N -1.317 -0.424 -0.602 -0.898 -0.576 -0.621
H 1.063 -1.025 1.479 -0.065 0.027 -0.028
H 1.643 1.274 1.090 0.096 0.140 0.190
H 2.027 0.365 -0.384 -0.420 0.190 0.294
H -0.501 2.033 0.087 -0.379 0.290 0.417
H 0.815 2.360 -1.042 0.236 0.273 -0.085
H -2.097 -0.956 -1.039 1.004 0.531 0.740

---

14
Properties=species:S:1:pos:R:3:forces:R:3 method="wB97M-V/def2-TZVPD" lumo_ha=-0.17215 fmax_ha_per_bohr=0.110 total_charge=+1 e_tot_ha=-337.1882
C -1.419 0.854 -0.194 0.905 -0.058 -1.065
C -0.078 0.222 -0.145 3.252 1.696 4.334
N 0.660 -0.209 -1.110 0.568 -0.670 -0.198
C 2.076 -0.669 -0.920 -0.992 -0.351 2.333
N 2.737 0.165 0.088 -0.729 0.344 0.071
N 2.087 0.573 1.040 0.258 0.441 1.033
N 0.725 0.310 1.193 -3.059 -0.838 -3.837
H -1.484 1.721 0.510 -0.212 -1.019 -0.636
H -2.000 -0.028 0.036 -1.163 0.169 0.488
H -1.647 1.123 -1.258 0.053 -0.007 0.994
H 0.442 -0.038 -2.097 -0.522 -0.090 0.604
H 2.479 -0.425 -1.843 1.364 -0.225 -1.606
H 2.283 -1.723 -0.546 -0.986 1.029 -0.891
H 0.223 0.706 2.040 1.263 -0.419 -1.623

---

17
Properties=species:S:1:pos:R:3:forces:R:3 method="wB97M-V/def2-TZVPD" lumo_ha="-0.24404 / -0.23807" fmax_ha_per_bohr=0.103 total_charge=+1 e_tot_ha=-562.6826
C 2.159 -0.210 -0.298 -2.500 -0.922 0.591
C 0.862 0.568 -0.619 0.446 -2.038 -0.732
N -0.189 0.266 0.384 -1.073 -0.049 -0.822
O 0.075 0.844 1.595 -0.435 0.762 0.633
N -0.564 -1.048 0.549 -0.728 -0.526 -0.332
N -1.778 -1.471 0.095 0.988 0.177 0.085
N -2.545 -0.533 -0.341 2.451 0.690 0.588
O -3.542 -0.606 -1.013 -2.590 -0.758 -1.106
C -2.113 0.791 -0.149 2.178 3.607 3.171
O -2.244 1.889 0.207 -0.663 -2.878 -1.809
H 2.981 0.120 -0.846 1.231 0.606 -1.066
H 2.376 -0.021 0.749 0.491 -0.623 0.187
H 1.941 -1.292 -0.576 0.704 1.234 0.792
H 0.507 0.136 -1.551 -0.344 0.313 -0.229
H 0.937 1.625 -0.726 0.083 0.805 0.243
H 1.013 0.702 1.817 -0.118 -0.045 -0.095
H 0.126 -1.762 0.722 -0.121 -0.356 -0.098

---

15
Properties=species:S:1:pos:R:3:forces:R:3 method="wB97M-V/def2-TZVPD" lumo_ha=-0.00934 fmax_ha_per_bohr=0.137 total_charge=0 e_tot_ha=-391.9734
C 1.427 0.743 -0.384 2.642 1.289 1.304
C -0.675 -0.563 -0.166 6.265 -1.235 -0.741
C -2.613 0.172 0.647 -5.444 1.511 -4.237
H 2.042 -1.535 0.733 3.835 3.472 -2.131
H 3.918 -0.964 -0.363 -3.305 0.485 3.148
H 1.206 1.859 -0.725 -0.327 -2.600 0.561
H -1.059 -1.673 -0.295 0.263 2.876 0.509
H -1.056 1.478 0.423 0.571 -2.359 -0.491
H -3.271 0.787 1.509 2.307 -2.381 -1.824
H -2.897 -0.221 -1.667 -0.687 -0.696 5.323
N 3.094 -0.651 0.448 0.502 -1.559 -1.493
N 2.741 0.655 -0.052 -3.865 -2.578 -0.640
N 0.627 -0.397 -0.261 -1.183 -0.754 -1.445
N -1.375 0.493 0.179 -1.264 3.722 3.033
N -3.332 -0.363 -0.342 -0.309 0.806 -0.875

---

15
Properties=species:S:1:pos:R:3:forces:R:3 method="wB97M-V/def2-TZVPD" lumo_ha=0.00591 fmax_ha_per_bohr=0.161 total_charge=0 e_tot_ha=-392.0862
C 1.576 -1.038 -0.162 0.235 -3.393 -1.400
C 0.199 0.909 -0.053 0.105 2.063 -0.471
C -2.211 -0.203 0.188 1.453 -3.719 -1.047
H 0.900 -1.099 1.575 0.440 -1.482 -0.725
H 2.099 -1.285 -1.120 1.275 -1.876 1.798
H 1.733 0.455 -1.495 -3.898 -1.564 1.879
H 1.297 2.638 -0.198 -0.628 -0.724 -0.701
H -0.842 1.213 1.320 -1.250 -1.061 0.736
H -3.267 0.449 0.736 3.563 -2.673 -1.842
H -1.281 -1.403 -1.115 0.797 -0.233 0.709
N 1.504 -1.718 0.943 -0.375 3.797 -1.286
N 0.828 -0.074 -0.893 2.733 4.959 0.363
N 0.380 2.232 0.038 -0.175 -3.779 0.659
N -0.747 0.280 0.862 -2.095 2.612 -2.410
N -2.168 -1.355 -0.626 -2.180 7.073 3.736

---

16
Properties=species:S:1:pos:R:3:forces:R:3 method="wB97M-V/def2-TZVPD" lumo_ha=0.03434 fmax_ha_per_bohr=0.043 total_charge=0 e_tot_ha=-467.4198
H 3.274 1.140 -0.906 0.035 0.124 0.028
N 3.012 0.316 -0.371 -0.370 -0.005 0.399
C 1.832 0.423 0.113 0.320 -0.143 -0.842
N 0.946 1.449 0.040 0.979 1.864 -0.710
C 1.290 -0.779 0.819 -0.961 -0.575 -0.219
N 0.275 -1.481 0.472 1.109 0.693 0.783
O -0.240 -1.038 -0.767 -0.453 -0.051 -0.474
C -1.494 -0.534 -0.657 0.322 0.710 0.414
N -1.795 0.283 0.271 -0.839 -0.799 -0.813
N -3.110 0.812 0.204 -0.169 -0.080 1.277
H 1.169 2.359 -0.432 -0.192 -1.696 0.731
H 0.002 1.298 0.317 -0.700 -0.037 0.226
H 1.766 -1.111 1.726 0.204 -0.113 0.152
H -2.128 -0.799 -1.497 -0.108 -0.062 -0.030
H -3.806 0.186 -0.217 0.561 0.010 -0.072
H -3.409 0.909 1.189 0.263 0.158 -0.850

---

16
Properties=species:S:1:pos:R:3:forces:R:3 method="wB97M-V/def2-TZVPD" lumo_ha=-0.00656 fmax_ha_per_bohr=0.191 total_charge=0 e_tot_ha=-467.1705
C -1.842 1.937 1.754 -0.311 -6.101 1.560
N -1.367 0.514 1.467 -1.612 9.048 -3.495
N -1.105 0.509 -0.054 0.270 -0.784 1.380
C -0.010 -0.280 -0.507 2.356 2.077 0.124
N 0.485 -0.266 -1.695 -2.737 -1.165 -0.932
N -0.563 0.057 -2.771 2.351 -1.908 -2.457
O 0.942 -0.686 0.489 -2.738 0.695 -2.378
N 1.996 -1.610 -0.016 -0.196 0.663 7.115
C 2.479 -1.831 1.232 -1.678 2.552 -1.700
H -2.307 2.864 0.990 1.840 -3.112 2.213
H -2.126 1.837 2.996 0.680 1.023 -3.915
H -1.317 1.366 -0.703 0.524 -2.229 1.885
H -0.998 -0.886 -3.169 0.910 1.936 1.917
H 0.134 0.129 -3.633 -1.722 0.501 2.258
H 2.253 -1.302 2.318 -0.304 -1.185 -3.324
H 3.348 -2.352 1.303 2.368 -2.010 -0.251

---

16
Properties=species:S:1:pos:R:3:forces:R:3 method="wB97M-V/def2-TZVPD" lumo_ha=-0.00378 fmax_ha_per_bohr=0.205 total_charge=0 e_tot_ha=-467.2540
C 2.066 0.057 0.568 -0.888 4.316 -0.297
C 0.631 0.387 0.132 4.656 8.513 -4.101
C -1.412 -0.419 0.281 -9.148 2.030 -1.481
H 1.506 -1.612 -0.417 1.833 1.018 0.111
H 2.517 -0.366 -1.019 0.270 -1.698 -1.744
H 2.583 1.150 -0.076 -0.696 -3.012 3.085
H 2.189 0.006 1.713 0.143 0.050 -1.858
H 0.467 1.580 0.235 -0.707 -2.333 1.006
H 0.745 0.535 -1.107 0.040 -0.422 2.459
H -1.896 1.419 -0.667 0.347 -0.724 0.496
N 2.395 -1.029 -0.271 0.447 -1.955 -0.235
N -0.268 -0.515 0.220 5.161 -6.572 1.856
N -2.419 -1.448 0.229 0.980 -0.553 0.895
N -3.520 -0.982 0.098 -1.067 1.063 -0.694
N -2.067 0.807 0.146 -3.567 0.721 -0.377
O -3.516 0.430 -0.064 2.197 -0.441 0.881

---

Repeat the third record exactly.
14
Properties=species:S:1:pos:R:3:forces:R:3 method="wB97M-V/def2-TZVPD" lumo_ha=-0.17215 fmax_ha_per_bohr=0.110 total_charge=+1 e_tot_ha=-337.1882
C -1.419 0.854 -0.194 0.905 -0.058 -1.065
C -0.078 0.222 -0.145 3.252 1.696 4.334
N 0.660 -0.209 -1.110 0.568 -0.670 -0.198
C 2.076 -0.669 -0.920 -0.992 -0.351 2.333
N 2.737 0.165 0.088 -0.729 0.344 0.071
N 2.087 0.573 1.040 0.258 0.441 1.033
N 0.725 0.310 1.193 -3.059 -0.838 -3.837
H -1.484 1.721 0.510 -0.212 -1.019 -0.636
H -2.000 -0.028 0.036 -1.163 0.169 0.488
H -1.647 1.123 -1.258 0.053 -0.007 0.994
H 0.442 -0.038 -2.097 -0.522 -0.090 0.604
H 2.479 -0.425 -1.843 1.364 -0.225 -1.606
H 2.283 -1.723 -0.546 -0.986 1.029 -0.891
H 0.223 0.706 2.040 1.263 -0.419 -1.623